Here is a structure of composition C15H8BF4IrN3O2S5 from OMol25. Energies are from ωB97M-V with the def2-TZVPD basis set.

Frontier orbital gap: 6.312 eV
HOMO level: -4.4 eV
Net charge: -1
E: -3411.2417 Eh
Energy above the lowest of the compared OMol25 structures with the same formula, charge and spin: 0.00 kcal/mol

Last column: Löwdin charge in e.
Atoms and positions in Å:
Ir (-0.094885, -0.123403, 0.005618)  0.9843
S (-0.007703, -2.164629, -1.214470)  0.5335
S (3.092869, -2.044319, -6.200633)  0.4602
S (1.564080, 0.772464, -1.290294)  0.5568
S (2.646212, -0.132904, -3.962463)  0.8839
S (1.311565, -2.665063, -3.894229)  0.8873
F (-1.002071, -1.231396, 3.430809)  0.1381
F (-0.969656, -2.913984, 1.871356)  0.1160
F (-2.981837, -2.127879, 2.668286)  0.1492
F (-1.714263, -0.805256, 1.276479)  -0.0706
O (0.603281, 2.597314, 2.988774)  0.1053
O (-1.415865, 3.606015, 1.059520)  0.0981
N (1.210764, -0.589933, 1.519136)  -0.0747
N (-0.233226, 1.600043, 1.061404)  -0.0396
N (-1.474730, 0.825760, -1.166600)  -0.0827
C (2.670691, -1.931896, 2.809069)  -0.0305
C (2.101853, 0.266459, 3.549709)  0.0131
C (-2.674922, 2.869048, -1.356086)  0.0110
C (-2.019970, 0.388629, -2.301076)  -0.0932
C (-3.246498, 2.422767, -2.536844)  -0.0458
C (1.315239, 0.400156, 2.426195)  -0.1682
C (-1.118138, 2.528369, 0.595191)  -0.4230
C (-1.783964, 2.048766, -0.694965)  -0.1575
C (2.790044, -0.919967, 3.744938)  -0.0399
C (1.655654, -0.436729, -2.557652)  -1.1181
C (-2.912196, 1.167729, -3.016758)  -0.0371
C (1.025102, -1.623996, -2.519710)  -1.1359
C (1.866835, -1.733214, 1.700610)  -0.0986
C (2.392185, -1.639605, -4.761137)  -1.5334
C (0.520405, 1.680918, 2.204105)  -0.4135
B (-1.673330, -1.829276, 2.371908)  -1.2225
H (-2.887416, 3.836905, -0.925199)  0.1213
H (3.180858, -2.876833, 2.929527)  0.1087
H (1.714319, -2.484996, 0.938632)  0.0875
H (-3.944491, 3.048789, -3.077415)  0.1081
H (2.141003, 1.092908, 4.244351)  0.1222
H (-1.723028, -0.605637, -2.608398)  0.0836
H (-3.331131, 0.783500, -3.935912)  0.1084
H (3.406374, -1.055629, 4.624218)  0.1080

Forces on atoms 1 to 3 (eV/Å):
-0.011 -0.020 0.165
0.005 -0.009 -0.012
-0.016 0.010 -0.001

Here is a structure of composition C15H8CrN2O6S3 from OMol25. Energies are from ωB97M-V with the def2-TZVPD basis set.

Frontier orbital gap (spin up / spin down): 4.876 / 7.053 eV
HOMO level (spin up / spin down): -3.1 / -5.6 eV
Spin multiplicity: 6
Net charge: -1
Expectation value of S²: 8.79
E: -3376.5281 Eh
Energy above the lowest of the compared OMol25 structures with the same formula, charge and spin: 0.00 kcal/mol

Last column: Löwdin spin population.
Atoms and positions in Å:
Cr (0.387471, -0.203892, 0.023010)  3.5065
S (-0.975717, -4.987351, -0.755226)  0.0017
S (1.869221, -2.052100, -1.105397)  0.0422
S (-0.470727, 1.566901, -2.953837)  0.1592
O (-2.329213, -4.517691, -0.524658)  0.0037
O (-0.846494, -6.258427, -1.410599)  0.0019
O (-1.263443, -1.413375, 0.223296)  0.1506
O (3.152308, 1.468305, 2.448665)  0.0085
O (-2.393736, -2.745075, 1.667225)  0.0690
O (1.882938, 0.955878, 0.664848)  0.0354
N (0.381150, -0.578263, 1.980210)  0.1519
N (-0.098458, -3.830053, -1.507796)  0.0127
C (1.585991, -4.419443, 2.866061)  -0.0004
C (-0.511964, -1.805588, 3.823332)  0.0739
C (-1.425291, -1.858662, 1.414344)  0.2002
C (0.882428, -3.976559, 0.639104)  0.0021
C (1.737709, -3.695999, 1.690743)  0.0033
C (2.230334, 0.879718, 1.915809)  0.0050
C (0.812755, -3.329626, -0.718565)  0.0198
C (1.444338, -0.368579, 4.068861)  0.1561
C (0.603116, -5.399958, 2.985937)  0.0050
C (-0.083240, -4.952567, 0.770594)  0.0056
C (0.481357, -1.270383, 4.600304)  0.0595
C (1.337375, -0.058466, 2.729919)  0.0256
C (-0.567079, -1.440861, 2.453723)  0.1566
C (-0.107341, 0.813196, -1.687245)  0.1285
C (-0.254739, -5.681135, 1.929299)  -0.0001
H (0.535440, -1.544075, 5.647669)  0.0007
H (2.230455, 0.068746, 4.665385)  0.0097
H (-1.028094, -6.433463, 2.011858)  -0.0001
H (-1.237887, -2.499680, 4.224161)  0.0031
H (2.231216, -4.206000, 3.708733)  0.0002
H (2.482566, -2.917544, 1.586465)  0.0002
H (0.501361, -5.943779, 3.916828)  0.0002
H (-2.599891, -3.206187, 0.825951)  0.0019

Forces on atoms 1 to 3 (eV/Å):
0.079 0.000 -0.058
-0.114 0.042 0.015
-0.018 0.050 -0.030

Here is a structure of composition C15H8N2O5RhSe2 from OMol25. Energies are from ωB97M-V with the def2-TZVPD basis set.

Frontier orbital gap (spin up / spin down): 5.003 / 4.805 eV
HOMO level (spin up / spin down): -11.1 / -11.1 eV
Net charge: +1
E: -5975.2094 Eh

Last column: Löwdin charge in e.
Atoms and positions in Å:
Rh (-0.401773, 0.758828, -0.318324)  1.0317
Se (-2.667387, 1.720361, -1.083438)  0.7750
Se (-2.044320, 3.336920, 0.518098)  0.7888
O (3.707627, -1.596225, 1.209533)  0.1627
O (1.100002, 0.606169, 4.547780)  0.1692
O (3.557352, -0.980889, 4.106420)  0.2123
O (1.264986, -0.388513, -0.042677)  -0.1104
O (-0.181118, 0.960714, 1.849377)  -0.0443
N (-1.818442, -0.673386, -0.033146)  -0.1140
N (0.559555, 2.552019, -0.393476)  -0.1162
C (-4.207049, -1.804078, 0.691368)  -0.0045
C (2.778981, -0.657704, 3.273917)  -0.2263
C (-3.024569, -2.510774, 0.821576)  0.0021
C (-1.828426, -1.910365, 0.450936)  -0.0480
C (1.647581, -0.344944, 1.190253)  -0.2957
C (-2.961226, 0.008219, -0.163265)  -0.5782
C (0.312524, 4.868008, 0.095838)  -0.0758
C (2.853118, -0.971170, 1.770675)  -0.2693
C (1.486847, 0.155741, 3.513430)  -0.2539
C (1.653231, 5.070683, -0.197562)  -0.0102
C (-0.197640, 3.586423, -0.002869)  -0.6178
C (2.431017, 3.999694, -0.609089)  -0.0097
C (-4.186620, -0.506220, 0.179914)  -0.0441
C (0.875549, 0.303590, 2.153365)  -0.2811
C (1.846772, 2.752793, -0.702045)  -0.0652
H (-5.089763, 0.072510, 0.049376)  0.1243
H (-5.147173, -2.254057, 0.980248)  0.1298
H (-0.871135, -2.407167, 0.537362)  0.1392
H (-3.015505, -3.517309, 1.213607)  0.1278
H (2.079844, 6.061419, -0.118905)  0.1291
H (3.475115, 4.121447, -0.856632)  0.1259
H (2.398937, 1.874885, -1.012746)  0.1316
H (-0.327693, 5.689379, 0.386501)  0.1153

Forces on atoms 1 to 3 (eV/Å):
1.464 -0.586 2.241
0.013 -0.145 0.161
0.005 0.035 0.077

Here is a structure of composition C15H8NNiO8 from OMol25. Energies are from ωB97M-V with the def2-TZVPD basis set.

Frontier orbital gap (spin up / spin down): 8.660 / 8.521 eV
HOMO level (spin up / spin down): -6.0 / -6.0 eV
Spin multiplicity: 3
Net charge: -1
Expectation value of S²: 2.00
E: -2741.5613 Eh
Energy above the lowest of the compared OMol25 structures with the same formula, charge and spin: 7.98 kcal/mol

Last column: Löwdin spin population.
Atoms and positions in Å:
Ni (-0.710543, 0.188515, -0.788049)  1.7239
O (-0.622097, 1.867875, 0.408977)  0.0413
O (-3.642187, -1.674167, -2.919765)  0.0061
O (5.396714, 0.542188, 0.409510)  0.0003
O (-1.926059, 3.276292, 1.586106)  0.0084
O (-1.645978, -0.764835, -2.398555)  0.0396
O (0.516773, -3.484154, 0.329213)  0.0070
O (3.606185, 1.645078, -0.515382)  -0.0002
O (-0.524043, -1.524650, 0.126318)  0.0494
N (-2.624690, 0.545090, -0.438520)  0.0710
C (2.976614, -2.225551, 0.634308)  0.0002
C (-2.930623, 1.395753, 0.526431)  0.0060
C (-2.889207, -1.002153, -2.228633)  0.0041
C (-3.490624, -0.274357, -1.004974)  0.0054
C (4.893642, 1.821791, 0.045263)  0.0000
C (-1.731396, 2.280168, 0.906584)  0.0039
C (0.521701, -2.269977, 0.186069)  0.0056
C (4.307847, -0.297847, 0.383590)  0.0005
C (-4.217759, 1.425740, 1.029113)  0.0023
C (4.222346, -1.609136, 0.776351)  -0.0006
C (-4.794265, -0.319065, -0.542725)  0.0021
C (3.223088, 0.374999, -0.158035)  0.0021
C (1.875390, -1.555481, 0.125786)  0.0006
C (2.003945, -0.230509, -0.302776)  0.0155
C (-5.146245, 0.533484, 0.498602)  -0.0012
H (-6.155105, 0.516881, 0.892490)  -0.0001
H (5.555826, 2.281751, -0.689374)  0.0000
H (5.075963, -2.134502, 1.182164)  0.0000
H (1.189883, 0.336817, -0.748043)  0.0055
H (4.825858, 2.454765, 0.940108)  0.0000
H (-5.499971, -0.999499, -0.997887)  0.0006
H (-4.473272, 2.131537, 1.806894)  0.0007
H (2.832285, -3.252841, 0.938839)  0.0001

Forces on atoms 1 to 3 (eV/Å):
-1.411 -0.187 0.273
0.370 -0.216 -0.229
0.046 0.052 0.038